Entry 1:
DFT (wB97M-V/def2-TZVPD) results for a cluster of 13 separate species, C22H70N8O22 in total.

```
! wB97M-V def2-TZVPD RIJCOSX def2/J DEFGRID3
* xyz 0 1
O 1.5667 1.2595 3.2290
O 1.0610 -3.4599 2.8644
O 1.6025 -2.7297 -1.6146
O -1.7267 1.5928 -3.3195
O 3.1958 1.7313 -2.1880
O -4.0691 1.8351 -4.3577
O -3.3041 2.6116 0.6811
O -3.5997 -2.3425 -5.1737
O -0.1060 6.1098 -0.2565
O -0.9047 0.4162 -0.8726
O 0.6579 -5.2774 -2.4353
O -3.3699 -0.0305 0.8846
O 3.2687 -4.9218 2.9123
O -1.5955 -4.1495 1.8624
O 3.5704 3.6084 0.2234
O -2.4033 -0.2498 5.1337
O 4.5656 0.2730 0.3036
O 4.1241 2.0252 2.7195
O 1.8792 5.9289 1.4182
O -1.9757 -5.8261 -0.4687
O 3.6824 -0.9550 -2.3058
O -4.2170 -2.3525 -2.4346
N 1.4518 1.8590 -3.5967
N 1.7416 3.4884 -2.0040
N -2.7126 -1.6140 3.3914
N -0.3382 1.6963 0.9983
N 0.4942 -0.5289 4.0510
N 1.1917 0.1690 0.0991
N -0.3037 1.4955 4.4981
N -2.8190 -2.3648 5.6279
C 0.4471 -2.8446 -2.4429
C 4.1072 3.4203 2.6362
C 4.5497 3.8470 1.2719
C -2.6596 -1.3191 4.6743
C -1.3696 -3.7184 0.5074
C 2.0686 -3.1816 1.9443
C -2.3789 2.8314 -2.9709
C -4.5757 2.0353 0.9374
C -4.5033 0.5999 0.3460
C 3.0259 -4.3167 1.6786
C -2.2676 -4.4206 -0.4305
C -0.2025 5.0125 0.6402
C -0.1011 0.7192 0.0440
C 2.1865 2.3062 -2.5813
C 4.7965 -1.0656 -0.1503
C -2.8772 -1.5470 -4.1868
C 0.6181 5.4059 1.8036
C -3.4032 3.0305 -4.0868
C -3.7376 -1.1598 -3.0212
C 4.9430 -1.0968 -1.6335
C 0.5225 -4.1491 -3.2476
C 0.6727 0.7928 3.8882
H 1.3149 -4.0355 -3.9560
H -4.7845 2.0675 2.0631
H 0.3186 1.6725 1.8292
H 1.8919 0.4565 0.8241
H -3.2226 -4.2815 0.0799
H 3.6008 0.0049 -2.5235
H 5.3357 -2.0402 -1.9285
H 3.3248 1.6663 3.0961
H 1.7091 -2.8338 0.9925
H 4.7523 4.8976 1.3344
H 1.5743 -0.1881 -0.7839
H 2.5521 -5.0391 1.0346
H -2.1103 -2.2326 -3.7275
H -1.5546 -2.6541 0.5324
H -2.8383 -3.3752 5.3916
H 5.7539 -0.4584 -1.9621
H -1.2385 1.0848 4.5688
H 1.5699 0.9043 -3.8547
H -0.3640 -4.3991 -3.8856
H 0.5223 2.2138 -3.6889
H -5.3177 -0.1436 0.4351
H -4.4081 -0.3956 -3.1818
H -0.2133 2.4911 4.2724
H -1.7373 3.6643 -2.7978
H 0.0630 4.0343 0.1452
H 4.0138 -1.7282 0.1689
H 0.4015 -2.0001 -3.0944
H 2.7273 -2.3612 2.3215
H 0.2428 -3.7697 2.4301
H -2.3403 -0.7109 -4.6088
H 0.0927 6.1801 2.3048
H -1.2083 -6.0142 -1.0578
H 4.7019 0.3289 1.2414
H -4.6501 -2.8430 -3.1493
H 0.9102 3.8561 -2.4030
H -4.2304 3.7415 -3.8188
H -3.5307 1.0762 -4.0962
H 2.1781 -2.0535 -2.0741
H -0.4181 -2.8698 -1.7494
H -4.2790 0.7195 -0.7521
H -1.4240 1.1469 -2.4310
H 3.7968 2.8115 -0.3536
H -2.6769 -2.5289 2.9269
H 5.6727 -1.4693 0.3200
H 1.4664 -5.1991 -1.9172
H -2.9759 2.6478 -2.1056
H 3.1303 3.8597 2.7801
H -2.8962 3.4385 -5.0031
H 5.5576 3.4125 0.9486
H -3.0860 -3.1386 -5.3562
H 2.5355 -4.5596 3.4523
H 3.9731 -4.0066 1.2032
H 2.2924 4.0325 -1.3416
H -2.2228 -4.0775 -1.4553
H -2.9728 -0.7288 -2.3371
H -2.6418 0.2541 0.2933
H -0.2847 -3.7856 0.1905
H 2.2984 5.2358 0.8864
H 0.9913 -1.1902 3.4702
H -1.2922 1.9094 1.2372
H 0.6818 4.5043 2.4207
H 0.8014 6.1801 -0.5442
H -3.3468 3.5441 0.7382
H 4.7821 3.8117 3.3956
H -2.7081 -0.7941 2.8085
H -1.8818 -5.0686 1.7771
H -0.1611 -0.8792 4.7262
H -5.3330 2.6380 0.4472
H -1.2419 5.0191 0.8411
H -2.4098 -2.1322 6.5190
*
```

- total energy (a.u.) = -2973.60371
- HOMO energy (eV) = -9.9
- M (g mol⁻¹) = 798.84
- relative energy (zero: lowest compared OMol25 entry of this formula, charge and spin) (kJ/mol) = 0.0

---

Entry 2:
DFT (wB97M-V/def2-TZVPD) results for a cluster of 12 separate species, C22H71N19O12 in total.

```
! wB97M-V def2-TZVPD RIJCOSX def2/J DEFGRID3
* xyz 0 1
O 0.2369 9.7154 2.7099
O 3.2536 7.4264 8.1289
O -0.8495 -8.3205 -2.0629
O -3.0486 -2.2712 5.2582
O 2.3664 6.9600 -2.4038
O -8.3021 1.7696 2.4694
O 5.7923 -0.3739 4.7009
O -7.2405 3.6507 -3.5217
O 1.3937 -6.7313 -7.1777
O 4.3079 -0.6595 -2.5363
O -7.6030 -5.3762 3.3671
O -0.8836 1.4988 1.3875
N -2.0734 -2.8635 7.1609
N -0.5176 -5.9662 -10.2809
N -7.7688 -0.2127 3.3518
N -0.5010 -6.2382 -2.5746
N -5.5405 5.0591 -4.0240
N 2.5598 4.8445 -3.0408
N -0.6443 11.6541 2.0498
N -6.1470 4.7433 -2.0300
N -0.8345 -2.1336 5.5734
N 3.7089 7.9842 5.9622
N 1.7878 7.4327 6.5163
N 0.3463 11.4639 3.9439
N -6.1920 1.1964 2.9992
N 7.5211 -1.6252 1.6766
N -7.5881 -6.9774 1.7244
N -5.8352 -5.6546 2.1261
N -0.8482 -6.5798 -0.5658
N -1.9286 -0.6410 -0.3750
N 3.1452 5.3928 -1.0335
C -0.0220 10.8818 2.8709
C 5.9815 -0.6090 3.2896
C -7.0540 -5.9987 2.4403
C 8.4610 -1.1765 3.8479
C -6.3901 4.5112 -3.2241
C 2.9630 7.5471 6.9855
C 4.2163 -1.5503 -4.5733
C 4.0732 -1.9599 -3.0123
C -1.2852 1.7272 0.0672
C 2.6990 5.8202 -2.2184
C -0.9935 2.6249 2.2935
C 7.2341 -1.5881 3.0699
C 5.2116 0.8695 5.1406
C -1.1659 -5.1807 -7.9958
C -2.0442 -2.4197 5.9366
C -7.4672 1.0359 2.9078
C 0.7102 -7.0694 -8.4496
C 0.0295 -5.7925 -8.8975
C 2.0207 -7.9111 -6.7325
C -1.3273 0.5072 -0.9314
C -2.0007 0.9143 -2.2237
C -0.6557 -7.1465 -1.7296
H -2.9618 -3.1921 7.5114
H -5.3520 5.3104 -1.7722
H 3.5627 -0.7001 -4.7681
H 8.1638 -2.2888 1.2682
H -5.5737 4.9696 -5.0295
H -8.7239 -0.5396 3.3191
H -7.0910 -0.9434 3.5152
H -1.1946 -3.0253 7.6318
H -0.3353 0.1813 -1.2442
H -2.0373 -5.8340 -7.9515
H 3.8524 -2.3958 -5.1571
H 0.5787 10.8489 4.7106
H 2.8090 -7.7501 -5.9971
H 7.9286 -0.7359 1.4250
H -0.6129 12.6278 2.3164
H -2.3052 2.1048 0.1377
H -0.3301 3.4616 2.0745
H 3.2189 6.1189 -0.3353
H 3.0534 -2.1894 -2.7035
H -5.3693 -6.3750 1.5931
H -1.1669 -6.7325 -10.1743
H -4.7195 5.5185 -3.6565
H -2.9374 -0.6488 -0.3270
H -1.5904 -4.3407 -8.5455
H 5.0763 1.0350 6.2095
H 1.3200 -7.4575 -9.2655
H 8.3703 -1.1141 4.9324
H -8.5503 -7.2392 1.8853
H -0.7439 -1.7519 4.6427
H -0.7422 -5.3136 -2.2474
H -2.1704 0.2222 -3.0484
H 3.2260 4.3972 -0.8843
H -0.8511 -5.5955 -0.3394
H 2.4827 -8.4700 -7.5463
H -1.4935 1.8208 -2.5540
H 3.2369 7.9386 5.0705
H 4.2409 0.8415 4.6456
H -0.9214 -7.2574 0.1795
H -0.1185 12.3415 4.1279
H -0.7128 2.2803 3.2888
H -7.1698 -7.1938 0.8310
H -0.0535 -7.8265 -8.2719
H -1.9929 3.0560 2.3519
H -3.0049 1.2665 -1.9878
H -0.2228 -6.5262 -3.5019
H 4.7432 -2.7370 -2.6444
H 8.7167 -0.1599 3.5492
H 2.7339 3.9150 -2.6862
H 9.3255 -1.8142 3.6632
H 2.2672 5.0643 -3.9822
H 1.5775 7.2154 5.5526
H 1.1314 7.4094 7.2835
H -5.5948 0.4375 3.2950
H 0.0130 -2.3348 6.0846
H 0.7385 -5.0018 -9.1432
H -6.0233 2.1915 3.0386
H 5.9044 1.6796 4.9129
H 5.1948 -1.1849 -4.8849
H 0.1792 -6.4032 -10.8671
H 7.0646 -2.6483 3.2577
H 4.7181 8.0153 5.9349
H 6.0591 0.3454 2.7688
H 5.1083 -0.6418 -2.0066
H 1.3398 -8.6413 -6.2951
H -0.6180 2.4731 -0.3647
H -0.7759 11.4488 1.0696
H -0.9230 -4.8663 -6.9807
H -1.5151 -0.7406 0.5411
H -5.3240 -4.9889 2.6879
H 5.1437 -1.1943 2.9108
H -6.5245 4.0540 -1.3956
*
```

- SMILES string = COC[C@H](C)N.COC[C@H](C)N.COC[C@H](C)N.NC(N)=O.NC(N)=O.NC(N)=O.NC(N)=O.NC(N)=O.NC(N)=O.NC(N)=O.NC(N)=O.CCO
- total energy (a.u.) = -2824.01245
- HOMO energy (eV) = -9.3
- M (g mol⁻¹) = 793.93
- relative energy (zero: lowest compared OMol25 entry of this formula, charge and spin) (kJ/mol) = 957.1

---

Entry 3:
DFT (wB97M-V/def2-TZVPD) results for a structure of composition C22H88FeO30S2.

```
! wB97M-V def2-TZVPD RIJCOSX def2/J DEFGRID3
* xyz -1 6
Fe 0.6680 -2.7500 -0.6526
S -0.1452 -0.2416 -0.0116
S 1.0372 -4.4148 -2.7091
O 5.4350 0.3145 0.0016
O -6.0339 -1.0544 1.6116
O 0.3650 6.0856 -0.1863
O 0.0366 -5.3091 -3.2180
O -2.8885 2.2232 -0.3199
O 2.2953 -4.4709 -3.4845
O -1.4788 0.0955 0.3892
O 1.4171 2.4142 -1.9559
O 2.4679 3.4278 4.7797
O -3.3383 2.3721 -4.9004
O -2.0920 4.9463 -0.3053
O 4.8686 -2.5163 1.0340
O 0.3883 -1.3978 0.6901
O 2.6467 -2.1040 -0.5080
O 0.5752 -3.0503 -2.5590
O -0.1266 -1.0075 -1.2316
O -3.0952 -2.7360 -5.0808
O 1.2193 -4.4829 -1.2867
O -1.2973 -3.4443 -0.4693
O 3.6216 3.9079 -1.4020
O -2.0051 1.4387 2.6476
O -3.3695 -1.3743 1.1656
O -0.1589 -3.6723 3.7299
O 0.7797 0.8799 0.0034
O -1.9656 -5.3494 1.2897
O 3.0245 1.0955 1.2827
O -0.4712 -1.5641 -4.7043
O -1.5892 0.4271 5.3963
O 0.9526 -3.7828 1.2396
O 3.8703 1.0221 -6.2460
C -2.8833 -0.0009 5.8075
C -3.3092 2.4816 -3.4780
C 5.8219 -3.0030 0.1094
C 6.4725 0.4863 0.9425
C -4.0257 -1.8387 -4.5651
C -0.2959 -0.1243 -4.5968
C 3.9927 0.3023 -5.0448
C -1.0592 2.5769 2.8095
C 0.9997 5.1209 0.5503
C -3.2723 -5.1953 1.9051
C -6.2846 0.2481 2.2665
C 1.9727 -4.7632 1.4257
C 0.1052 -2.5906 4.6459
C -2.3484 -3.2089 -1.3796
C 0.2642 3.0839 -2.4500
C 3.2220 3.6917 3.6164
C -3.1357 -1.5814 2.5509
C 4.4911 3.4434 -2.3708
C 3.0730 -1.2268 -1.5365
C -4.2086 1.8551 -0.0037
C -3.2921 5.4559 -0.8467
C 2.8890 0.4936 2.5552
H 2.8208 -0.2148 -1.2196
H -5.4091 0.4257 2.8910
H 0.8221 -2.8697 5.4181
H 2.5761 -1.3516 -2.4986
H 5.4917 3.4802 -1.9400
H 4.2682 2.4766 -2.8222
H 1.6335 -5.7931 1.3149
H 7.0503 1.4007 0.8084
H 5.3475 -2.2029 1.8047
H 0.0321 2.7895 -3.4735
H 7.1991 -0.3087 0.7746
H -3.1783 -4.7937 2.9141
H -6.3463 0.9403 1.4267
H 0.6843 4.1210 0.2523
H 4.6495 0.7917 0.2789
H -0.6347 -4.3887 4.1565
H 4.7783 0.7775 -4.4573
H 1.2038 1.7455 -1.3010
H -0.0679 -1.9551 -3.9259
H -2.6401 1.7793 -2.9807
H -3.1711 5.4898 -1.9294
H -4.4193 -1.2574 -5.3990
H -2.1400 3.9884 -0.3456
H -1.6038 -6.2042 1.5348
H 3.3435 4.7697 3.5105
H 2.8335 -4.5242 0.8013
H -2.9553 -0.0215 6.8950
H -2.0615 -1.5767 2.7356
H -4.1886 1.9809 -5.1137
H -1.5789 -4.2286 0.0072
H -3.0916 -0.9787 5.3732
H 0.5374 0.1089 -5.2596
H 2.6892 -0.5765 2.5002
H 4.3163 4.1868 -3.1486
H 2.1695 1.1030 0.8462
H -7.1734 0.2172 2.8967
H -4.4578 0.9749 -0.5963
H 4.1535 -1.3217 -1.6446
H -2.6090 -0.8645 0.8769
H -1.1340 0.4684 -4.9634
H 3.7829 0.6405 3.1614
H -2.9729 3.4707 -3.1671
H -3.4681 -1.2984 -3.8000
H -4.8908 -2.3258 -4.1152
H -4.3115 1.6027 1.0517
H 0.6673 5.2277 1.5828
H 2.3166 -4.6212 2.4502
H 0.4764 4.1471 -2.3370
H 1.6520 3.9315 4.7333
H -3.6842 6.3973 -0.4617
H -0.0759 0.3413 -3.6362
H -3.5930 0.6727 5.3270
H -2.2934 1.5205 -0.0483
H 2.6370 3.3584 2.7593
H -2.2208 -2.4093 -4.8568
H 0.6072 -1.7999 4.0883
H -3.8454 -6.1136 1.7769
H 6.1045 0.3356 1.9574
H -4.9765 2.6127 -0.1605
H -3.0870 -2.5670 -0.8993
H 6.4337 -3.8244 0.4822
H -3.5921 -2.4716 2.9838
H 0.4813 -3.7897 2.0759
H -4.0296 4.6820 -0.6341
H 5.3747 -3.2860 -0.8436
H -0.5649 2.8197 -1.7937
H 4.2156 -0.7551 -5.1873
H -2.8402 -4.1026 -1.7635
H 2.7454 3.6167 -1.6649
H 3.0831 0.3356 -4.4450
H -0.7940 -2.1835 5.1083
H 4.1232 3.0830 3.6897
H -5.1071 -1.2062 1.4126
H -1.7484 0.8721 1.9164
H -3.5318 -0.7714 3.1634
H 3.2073 1.7076 -6.1361
H -1.5675 0.5821 4.4492
H -1.0991 2.9569 3.8303
H -3.8224 -4.4537 1.3257
H -2.0028 -2.6882 -2.2726
H 6.5146 -2.1883 -0.1015
H -1.4128 3.4183 2.2135
H 2.0552 0.9581 3.0816
H -0.0597 2.2402 2.5343
H 2.0838 5.2318 0.5243
H -0.5455 5.8128 -0.3206
H -4.3009 2.1849 -3.1367
H 3.3347 -2.1222 0.1613
*
```

- total energy (a.u.) = -5208.07824
- HOMO energy (spin up / spin down) (eV) = -6.6 / -6.5
- M (g mol⁻¹) = 952.89

---

Entry 4:
DFT (wB97M-V/def2-TZVPD) results for a cluster of 8 separate species, C23H12Cl20O12 in total.

```
! wB97M-V def2-TZVPD RIJCOSX def2/J DEFGRID3
* xyz 0 1
Cl 1.3867 -0.1414 -5.3123
Cl 2.3962 5.5403 -3.2699
Cl -0.6572 -6.5760 2.0632
Cl 4.2744 0.7079 -0.0629
Cl 6.9599 1.7289 -0.3648
Cl 2.2632 -2.7823 -5.5557
Cl 3.7259 3.6146 -5.0465
Cl 3.5924 -6.3605 -2.9354
Cl 0.3077 -1.7493 -7.5521
Cl 4.5253 -3.5871 -3.1895
Cl 1.3503 -4.5570 2.7063
Cl 6.2708 -5.7485 -2.6388
Cl 1.8280 -6.5759 0.6326
Cl 5.2965 2.5671 1.8911
Cl 4.9808 -5.4921 -5.2458
Cl 6.3824 -0.1196 1.7797
Cl 4.7701 4.0933 -2.4032
Cl 2.2496 2.6801 -2.7341
Cl 1.7748 -7.3143 3.4404
Cl -0.5737 -2.4026 -4.9803
O -3.6539 1.3377 3.9508
O -6.3330 1.3488 -0.8415
O 1.1253 1.5810 4.4350
O 2.4421 -2.5698 -0.4606
O -2.1980 -1.9063 0.1241
O -1.9319 0.3811 -1.2901
O 2.5369 -0.5813 -2.2680
O 0.3545 0.3655 2.1118
O -2.6619 3.9133 1.3157
O -1.9303 5.1496 3.5851
O -4.5678 -0.5035 -0.2772
O -5.6874 3.1008 3.5078
C 1.3886 -0.7757 -1.5845
C -0.1936 1.5211 2.4737
C -0.4502 3.3935 4.0933
C 5.7293 1.2217 0.8212
C -6.1129 2.3264 1.2850
C -5.4466 2.3653 2.5682
C -0.9736 -1.5101 -0.2963
C 0.3103 -0.0228 -1.8510
C -4.6822 0.3169 0.5929
C -4.3508 1.3358 2.7536
C 3.2785 3.9589 -3.3473
C 1.0511 -6.2307 2.1843
C 1.3860 -1.9531 -0.6762
C 0.2600 2.1704 3.7683
C -1.1843 2.0317 1.6927
C 0.8198 -1.7099 -5.8259
C -1.3339 3.9888 3.2810
C -0.9419 -0.2948 -1.1951
C 4.8925 -5.2896 -3.4882
C -1.7806 3.3413 1.9635
C 0.1310 -2.2667 -0.0467
C -3.9561 0.3838 1.8322
C -5.7195 1.3881 0.3390
H -1.5592 1.4329 0.8830
H -3.1030 -0.2028 2.1014
H -6.8703 3.0339 0.9843
H 1.0206 0.0554 2.7734
H -5.9248 0.7123 -1.4681
H -2.5718 5.3567 2.8796
H -0.2915 3.8894 5.0502
H 3.1643 -1.2820 -1.9492
H 0.3439 0.7195 -2.6147
H -4.0317 2.0210 4.5771
H 0.0751 -3.1749 0.5432
H -2.9709 -1.3941 -0.2126
*
```

- SMILES string = O=C1C=C(O)C(=O)C=C1O.O=C1C=C(O)C(=O)C=C1O.O=C1C=C(O)C(=O)C=C1O.ClC(Cl)(Cl)Cl.ClC(Cl)(Cl)Cl.ClC(Cl)(Cl)Cl.ClC(Cl)(Cl)Cl.ClC(Cl)(Cl)Cl
- total energy (a.u.) = -10990.25969
- HOMO energy (eV) = -9.6
- M (g mol⁻¹) = 1189.40

---

Q: Look up the total energy of the first one.
A: -2973.60371 a.u.

---

Q: Which of these has the highest M?
A: C23H12Cl20O12

---

Q: Number 4 is which compound?
A: C23H12Cl20O12

---

Q: Among the records above, which one has the highest total energy?
A: C22H71N19O12